1.
A 2-piece molecular cluster, C8H12ClNSi overall in a non-equilibrium geometry, computed with the ωB97M-V functional and the def2-TZVPD basis.

Last column: Mulliken charge in e.
Positions of all 23 atoms, in Å:
C: 1.35 1.51 2.97  -0.36
C: 1.36 2.23 1.75  -0.35
C: 1.09 0.16 2.98  -0.34
C: 1.10 1.55 0.56  -0.37
C: 0.86 -0.52 1.79  -0.23
C: 0.82 0.18 0.59  -0.04
C: -2.59 -1.09 -0.70  -0.74
C: 0.09 0.27 -3.04  -1.05
N: -1.61 -1.81 -1.47  -0.30
Si: -0.08 -1.06 -1.66  0.62
Cl: 1.14 -2.81 -1.91  -0.33
H: 1.40 2.30 3.79  0.24
H: 1.63 3.27 1.75  0.37
H: 0.95 -0.52 3.87  0.25
H: 1.02 2.00 -0.42  0.26
H: 0.79 -1.63 1.84  0.29
H: -2.77 -0.31 -1.36  0.26
H: -3.58 -1.59 -0.49  0.29
H: -2.03 -0.79 0.23  0.28
H: 0.97 0.71 -2.81  0.32
H: 0.28 -0.29 -3.98  0.31
H: -0.69 1.02 -3.12  0.35
H: -1.50 -2.78 -1.19  0.26

Computed properties:
multiplicity = 1
net charge = 0
frontier orbital gap = 9.01 eV
M = 185.73 g mol⁻¹
energy = -1116.44501 Ha

2.
One molecule with the formula C2H5NO2S in a non-equilibrium geometry, computed with the ωB97M-V functional and the def2-TZVPD basis.

Last column: Mulliken charge in e.
Positions of all 11 atoms, in Å:
C: 1.25 0.25 0.03  -1.00
C: 0.17 -0.85 0.12  0.70
N: -1.22 -0.50 -0.09  0.10
O: -2.02 -1.64 0.05  -0.43
O: 0.43 -1.99 0.46  -0.63
S: -2.03 0.79 -0.69  -0.15
H: 1.13 0.79 0.95  0.27
H: 2.25 -0.13 -0.09  0.31
H: 1.03 0.94 -0.86  0.30
H: -1.33 -2.29 0.31  0.38
H: -2.46 1.47 0.40  0.14

Computed properties:
multiplicity = 1
net charge = 0
frontier orbital gap = 9.97 eV
M = 107.13 g mol⁻¹
SMILES string = CC(=O)N(O)S
energy = -682.55735 Ha

3.
A 2-piece molecular cluster, C4H12 overall in a non-equilibrium geometry, computed with the ωB97M-V functional and the def2-TZVPD basis.

Last column: Löwdin spin population.
Positions of all 16 atoms, in Å:
C: -1.89 0.37 -0.86  0.05
C: -1.73 1.11 0.42  0.07
H: -2.85 0.51 -1.33  0.00
H: -1.11 0.62 -1.57  0.01
H: -1.78 -0.71 -0.69  0.03
H: -0.67 1.26 0.70  0.03
H: -2.08 0.56 1.32  0.02
H: -2.30 2.04 0.46  0.00
C: 1.12 -0.81 0.46  0.26
C: 2.49 -0.56 0.00  0.20
H: 0.41 -0.84 -0.40  0.07
H: 0.91 -1.85 0.86  0.10
H: 0.84 -0.18 1.31  0.02
H: 2.57 -0.28 -1.08  0.05
H: 3.00 -1.56 -0.07  0.10
H: 3.05 0.14 0.60  0.00

Computed properties:
multiplicity = 2
net charge = +1
frontier orbital gap (spin up / spin down) = 12.79 / 4.09 eV
M = 60.14 g mol⁻¹
<S²> = 0.753
energy = -159.15440 Ha